95
Properties=species:S:1:pos:R:3:forces:R:3 method="wB97M-V/def2-TZVPD" gap_ha=0.3116 fmax_ev_per_a=10.22 total_charge=-1
N 0.183 -0.104 -0.037 3.453 2.455 1.398
O -0.092 0.942 -0.649 -0.756 -0.338 -0.758
O -0.102 -0.172 1.185 -0.603 -1.162 -0.774
O 1.096 -0.801 -0.521 -0.850 -1.551 -0.269
C 4.072 0.083 -4.357 -1.042 -0.494 -0.096
C 3.060 0.311 -3.188 1.080 2.475 -1.360
O 1.908 -0.384 -3.361 -2.221 -2.713 -0.571
H 5.108 0.408 -4.144 -0.796 0.365 -0.089
H 3.617 0.504 -5.267 0.637 0.177 0.176
H 4.176 -0.993 -4.595 -0.208 0.318 0.374
H 2.638 1.320 -3.132 1.410 0.717 -0.173
H 3.573 0.130 -2.301 0.702 -0.638 1.935
H 1.297 -0.344 -2.603 0.530 0.384 0.012
C -1.763 -2.831 0.781 -1.489 0.124 0.112
C -2.431 -4.003 1.543 2.519 1.446 1.827
O -2.255 -5.176 0.797 -0.402 -0.553 0.076
H -0.700 -2.969 0.789 0.686 0.142 0.127
H -2.035 -1.781 1.105 0.283 -1.453 -0.457
H -2.092 -3.036 -0.235 -0.038 0.571 -0.349
H -3.417 -3.774 1.873 -1.273 -0.302 -0.715
H -1.929 -4.092 2.554 -0.159 -0.149 -0.865
H -1.369 -5.492 1.002 -0.129 -0.093 -0.157
C 3.203 2.266 -0.292 1.615 -0.030 0.090
C 3.353 1.349 0.920 -0.196 0.153 -0.523
O 3.692 0.064 0.399 0.946 0.554 1.028
H 3.056 3.272 0.022 0.173 1.104 0.196
H 2.348 2.047 -0.862 -1.269 -0.655 -0.662
H 4.078 2.181 -1.006 -0.738 0.173 1.066
H 2.388 1.301 1.514 1.090 0.092 -0.441
H 4.172 1.715 1.559 -0.337 -0.363 -0.078
H 2.871 -0.188 0.016 -0.971 -1.051 -0.616
C -2.932 -1.494 3.534 -0.970 -0.664 1.025
C -3.411 -0.644 4.703 1.126 -0.177 0.237
O -3.425 0.671 4.244 -0.264 2.201 0.683
H -1.952 -1.372 3.090 0.073 0.654 0.406
H -3.680 -1.542 2.774 -0.491 0.406 -0.798
H -2.970 -2.474 3.952 0.308 -1.198 0.192
H -2.637 -0.731 5.512 -0.891 -0.153 -0.275
H -4.434 -0.948 5.055 0.944 -0.026 -0.216
H -3.464 1.335 4.977 -0.052 -1.010 -0.957
C -0.038 0.450 4.607 1.418 0.342 -1.137
C -0.121 1.836 3.928 -0.799 -2.306 -1.111
O 0.409 2.707 4.827 2.104 2.237 0.710
H -0.564 0.366 5.539 -0.221 0.112 0.576
H 1.033 0.121 4.692 -0.807 0.743 0.381
H -0.389 -0.275 3.937 -1.030 -1.243 -0.859
H -1.119 2.249 3.728 -0.089 -1.054 -0.321
H 0.397 1.730 2.918 -0.178 0.735 1.509
H -0.162 2.610 5.579 -0.095 0.297 0.708
C 0.761 3.540 -2.918 -4.044 -4.168 -1.027
C -0.720 3.367 -3.555 0.670 2.721 1.198
O -1.686 3.527 -2.544 -0.764 0.547 -0.322
H 0.840 4.310 -2.271 0.044 2.941 1.593
H 1.339 3.543 -3.748 2.572 0.431 -2.282
H 0.987 2.647 -2.332 -0.064 -0.139 -0.145
H -0.927 2.550 -4.235 0.525 -0.735 0.251
H -0.970 4.274 -4.169 0.770 -0.621 0.209
H -1.788 2.829 -1.907 0.385 -0.449 0.188
C -1.512 -0.071 -3.592 2.297 -1.377 1.115
C -1.706 -1.433 -2.908 -0.265 0.791 -0.167
O -1.158 -2.440 -3.684 1.557 -1.174 0.111
H -1.929 0.042 -4.543 -1.679 0.293 -1.082
H -0.452 0.007 -3.879 0.070 -0.252 0.366
H -1.614 0.685 -2.860 -0.825 1.198 0.248
H -2.746 -1.736 -2.831 -0.467 0.611 0.562
H -1.230 -1.401 -1.895 -0.496 0.013 -0.526
H -0.356 -2.746 -3.182 -0.762 0.111 -1.191
C 1.839 -3.917 -3.175 -1.280 -7.453 -2.857
O 1.812 -5.173 -3.782 0.140 6.230 3.274
N 0.915 -3.519 -2.281 -2.936 -1.436 2.051
N 2.677 -2.985 -3.447 5.090 -0.483 -2.869
H 0.141 -4.230 -2.050 2.007 1.566 -0.323
H 1.071 -2.723 -1.635 -0.064 -0.939 -0.517
H 3.502 -3.194 -4.101 -2.161 0.329 1.497
H 2.515 -2.047 -3.198 -0.351 1.366 0.164
C -3.087 1.720 0.577 -9.322 3.998 1.255
O -4.373 2.241 0.839 5.854 -2.758 -1.566
N -2.363 1.340 1.547 1.116 -1.299 4.167
N -2.579 1.669 -0.592 0.002 -0.028 -3.941
H -2.939 1.159 2.354 0.342 0.117 0.723
H -1.540 0.787 1.407 0.385 -0.466 0.000
H -1.603 1.347 -0.731 -0.933 -0.062 -0.055
H -3.319 1.732 -1.280 0.571 0.125 -0.430
C 1.965 -2.652 2.106 0.458 0.938 1.150
O 2.065 -1.286 2.634 -0.555 -1.508 -0.888
H 2.046 -2.753 1.051 0.554 0.520 -1.162
H 0.977 -2.982 2.297 -1.088 -0.725 0.597
H 2.683 -3.351 2.555 -0.091 0.590 0.203
H 1.214 -0.909 2.317 0.828 0.067 0.234
C 0.111 3.792 0.953 1.183 -0.318 -0.998
O -0.901 3.619 1.847 -1.750 -1.264 0.751
H -0.241 3.626 -0.077 0.521 -0.655 0.051
H 1.087 3.275 1.235 -1.139 0.186 -0.564
H 0.320 4.827 0.926 0.601 1.422 0.206
H -1.385 2.754 1.663 0.761 1.594 0.528